Below is a molecular structure, C30H76BF4N10O10Rb, with properties calculated with ωB97M-V with the def2-TZVPD basis set.

XYZ file:
```
132
Properties=species:S:1:pos:R:3:forces:R:3:lowdin_charge:R:1
Rb 19.4644 16.7472 -7.2050 -0.701 -0.198 -0.015 0.9596
F 21.2594 18.7705 -6.9693 -0.132 0.007 0.371 0.0235
F 23.4457 18.6292 -7.6319 -0.346 0.059 0.278 0.1201
F 21.8124 18.4047 -9.1999 -0.487 0.434 0.249 0.1211
F 22.1145 16.7563 -7.7135 -0.155 -0.092 0.558 0.0299
O 21.8689 23.5791 -8.6354 -0.386 -0.337 0.049 0.0173
O 18.4762 21.0254 -15.6259 -0.299 -0.138 0.206 -0.1894
O 18.0809 18.4098 -9.3321 0.217 0.274 0.163 -0.0607
O 22.8387 11.2590 -5.3886 -0.255 0.085 -0.343 -0.0089
O 18.4961 14.3094 -2.0778 0.454 0.120 0.169 -0.1794
O 24.4963 17.8407 -3.0946 0.186 -0.064 -0.348 0.0145
O 18.0373 19.2405 -4.7867 0.145 -0.352 0.124 -0.1760
O 23.3916 20.6302 -12.2897 -0.182 0.088 0.081 -0.1765
O 17.4111 13.2487 -13.4748 -0.164 0.422 -0.219 -0.1779
O 22.7742 14.7752 -12.0813 0.315 0.139 -0.206 -0.1818
N 21.7845 21.4931 -9.5682 -0.230 -0.372 -1.046 0.1769
N 25.2216 18.4114 -5.1853 -0.112 -0.176 -0.028 0.1654
N 24.2038 11.6064 -5.4654 1.037 -0.183 0.957 -0.1080
N 17.2445 20.5349 -9.2551 0.439 0.371 0.156 0.1655
N 22.2416 21.7307 -7.3588 -0.399 0.759 0.094 0.1656
N 21.2902 20.6846 -14.2002 -0.634 -0.850 -0.605 -0.0480
N 19.9183 14.7551 -12.5021 0.036 -0.218 -0.692 -0.0527
N 23.3563 17.0846 -4.9076 0.122 0.327 -0.823 0.1680
N 19.0555 16.3722 -4.0654 0.433 0.016 -0.452 -0.1007
N 19.2468 20.0726 -8.2975 -0.518 1.125 0.072 0.1826
C 20.6226 15.9404 -12.0460 -0.261 0.175 0.249 -0.2155
C 21.8992 15.5806 -11.3164 -0.310 -0.224 0.792 -0.2193
C 23.7164 13.7720 -6.7061 0.833 0.855 -0.468 -0.0186
C 17.7806 15.6456 -4.0111 0.343 0.345 0.661 -0.2102
C 18.2065 19.5976 -9.0097 -0.599 -1.317 0.087 -0.6631
C 19.6628 21.7881 -15.6768 -0.109 0.844 0.301 -0.2363
C 24.3666 17.8032 -4.3116 -0.402 -0.158 1.031 -0.6646
C 19.0602 15.0319 -13.6629 0.098 0.143 0.840 -0.2044
C 25.8814 13.3630 -5.5117 1.433 -1.638 -0.338 -0.1189
C 18.2058 20.3148 -16.8116 -0.338 -0.221 0.143 -0.1168
C 24.3304 10.7377 -7.8227 0.083 0.311 0.154 -0.0205
C 24.8786 9.2974 -5.8604 -0.789 -0.787 0.531 -0.0519
C 20.9465 20.9787 -15.6008 0.025 1.217 0.395 -0.2146
C 22.7787 19.4370 -12.7096 -0.320 -0.428 0.263 -0.2445
C 24.9057 10.7378 -6.3793 0.378 -0.897 -1.765 -0.5195
C 18.6228 13.0483 -2.7201 -0.336 0.181 0.343 -0.0826
C 24.3958 13.0535 -5.5136 -1.390 0.448 -0.538 -0.5085
C 23.8332 15.5113 -12.6597 0.243 0.018 0.545 -0.1019
C 19.1504 20.1149 -4.8891 -0.528 0.633 -0.440 -0.0985
C 21.9381 22.3611 -8.5427 0.643 -0.063 -0.204 -0.6844
C 23.7951 13.6245 -4.2401 -1.276 0.305 1.018 -0.0445
C 16.9374 12.0352 -14.0019 -0.616 -0.118 0.587 -0.1255
C 22.2811 19.6008 -14.1303 -0.167 0.429 0.586 -0.2046
C 18.4883 13.7527 -14.2320 0.335 -0.289 0.258 -0.2400
C 18.0118 18.6026 -3.5207 0.566 0.712 0.401 -0.2213
C 17.4663 15.0886 -2.6069 -1.141 -0.007 -1.077 -0.2322
C 26.3988 11.1030 -6.4550 0.414 0.052 1.149 -0.1530
C 19.1312 17.6122 -3.2523 -0.902 -1.111 0.145 -0.1803
C 24.2503 20.4381 -11.2009 1.333 -0.834 -0.049 -0.1285
C 26.6660 12.5855 -6.5990 -1.465 0.422 -0.659 -0.1711
B 22.1377 18.1515 -7.8601 1.836 -0.423 -1.568 -1.3789
H 21.6602 14.9819 -10.4299 -0.212 -0.071 -0.121 0.1265
H 26.8580 10.7585 -5.5161 -0.051 0.100 0.010 0.1206
H 22.0736 22.3246 -6.5663 0.367 -0.362 0.296 0.1023
H 24.4890 14.8378 -13.2083 -0.374 -0.076 -0.350 0.0875
H 16.3847 20.3187 -9.7174 0.085 -0.230 -0.173 0.1073
H 23.1588 17.3032 -5.8714 0.003 -0.340 0.112 0.0467
H 18.3082 15.7335 -13.2896 -0.327 -0.172 -0.402 0.1269
H 16.5481 14.4934 -2.7355 0.033 -0.115 0.199 0.1238
H 20.8040 16.6735 -12.8504 0.239 -0.200 -0.179 0.1054
H 18.8949 19.4729 -16.9152 0.186 0.186 -0.477 0.0779
H 22.6707 13.6113 -6.9609 -0.156 -0.397 0.694 0.0848
H 17.6602 12.5306 -2.6409 0.079 -0.140 -0.241 0.0944
H 23.9433 8.7464 -6.0252 -0.212 0.534 -0.071 0.0805
H 20.4266 20.3149 -13.8013 0.158 0.093 0.298 0.1122
H 20.1219 18.0423 -3.3815 -0.025 0.125 -0.046 0.1167
H 20.5847 14.0468 -12.7962 0.209 0.161 0.175 0.1012
H 18.9353 20.8135 -5.7003 0.027 -0.263 -0.098 0.0790
H 18.2096 13.8874 -15.2845 -0.158 0.035 0.039 0.1209
H 24.5150 11.6854 -8.3272 -0.037 0.040 0.043 0.0599
H 18.9225 13.1522 -3.7652 -0.007 -0.112 -0.028 0.0831
H 17.7994 14.8117 -4.7149 0.164 0.067 -0.114 0.1037
H 24.0714 13.0441 -3.3570 0.421 0.114 -0.074 0.0904
H 24.2343 13.6399 -7.6590 0.179 -0.176 0.144 0.0642
H 23.2538 10.5724 -7.8106 0.013 -0.113 -0.009 0.0806
H 17.1873 15.8928 -1.9288 0.438 -0.003 0.287 0.1206
H 21.9470 19.1562 -12.0416 -0.104 0.270 0.038 0.1204
H 22.6945 13.6157 -4.2030 0.082 -0.462 -0.525 0.0765
H 21.8935 20.4967 -9.4811 -0.014 0.025 0.349 0.0600
H 17.6177 11.2125 -13.7605 0.166 -0.022 -0.391 0.0891
H 26.2371 12.8854 -7.5651 0.474 0.134 -0.084 0.0978
H 19.1021 20.9969 -7.9303 0.524 0.023 0.100 0.0979
H 26.1178 14.4186 -5.6087 -0.338 0.156 0.318 0.1258
H 26.3022 12.9195 -4.6004 -0.188 0.674 0.386 0.1261
H 17.2135 19.8616 -16.7653 -0.035 0.182 0.405 0.0859
H 19.6432 22.4833 -16.5277 0.089 -0.454 -0.378 0.1192
H 24.4855 15.9272 -11.8784 -0.233 0.210 0.037 0.0908
H 16.9899 16.3193 -4.3397 -0.171 -0.124 0.049 0.1135
H 25.9619 18.9412 -4.7643 -0.073 0.165 -0.050 0.1042
H 21.7006 21.7889 -10.5266 0.106 0.488 0.148 0.1106
H 25.1927 19.9441 -11.5069 -0.121 0.140 -0.343 0.0914
H 22.5908 16.7348 -4.3638 0.130 0.161 0.327 0.0982
H 23.4410 16.3247 -13.2738 0.198 -0.026 -0.245 0.0745
H 19.3691 12.4727 -2.1801 0.089 0.087 -0.003 0.0933
H 22.4341 20.7491 -7.2959 -0.046 0.020 0.240 0.0615
H 21.8195 18.6646 -14.4662 0.382 -0.209 -0.172 0.1114
H 23.4643 18.5845 -12.6111 0.225 0.105 -0.333 0.1062
H 23.9591 14.6899 -4.0652 0.805 -0.140 -0.208 0.0651
H 17.0240 18.1801 -3.3518 -0.027 -0.155 -0.296 0.1192
H 23.8797 19.7303 -10.4516 -0.480 0.470 0.210 0.0734
H 18.1731 20.9940 -17.6681 0.430 -0.134 -0.177 0.0907
H 21.7415 21.6549 -15.9289 0.065 -0.368 -0.536 0.1238
H 24.5562 21.3966 -10.7939 -0.418 0.073 0.213 0.0928
H 23.8548 14.8326 -6.4743 -0.316 0.067 -0.155 0.0668
H 22.7940 10.7010 -4.6055 -0.021 0.082 0.045 0.1048
H 25.6018 8.6215 -6.3210 0.370 0.468 -0.083 0.0843
H 19.7402 15.7535 -3.6370 0.074 -0.057 -0.234 0.0991
H 18.1289 19.3751 -2.7468 -0.092 0.024 0.000 0.1254
H 20.0159 19.5516 -7.9248 -0.062 -0.170 -0.294 0.0351
H 16.6975 12.1024 -15.0670 0.356 -0.056 -0.125 0.0861
H 15.9927 11.8060 -13.5028 0.076 0.105 0.085 0.0860
H 19.0228 17.3166 -2.2001 0.158 0.351 0.124 0.1227
H 22.3594 16.4822 -10.8976 0.269 0.030 -0.361 0.1098
H 19.6180 22.4798 -14.8293 0.033 -0.303 0.197 0.1262
H 20.0767 19.5911 -5.1189 0.106 0.041 0.237 0.0736
H 24.8241 9.9783 -8.4310 -0.110 -0.170 0.120 0.0843
H 19.6159 15.5449 -14.4631 0.028 -0.007 -0.032 0.1145
H 19.2941 12.9986 -14.1989 0.032 0.073 -0.253 0.1245
H 20.8219 20.1190 -16.2695 0.466 -0.171 0.105 0.1062
H 25.0298 9.2853 -4.7771 0.242 0.057 -0.046 0.0867
H 17.4995 21.4944 -9.1054 -0.349 0.106 -0.198 0.0990
H 27.7244 12.8348 -6.5877 0.037 -0.029 0.041 0.1115
H 19.2275 20.7592 -4.0078 0.236 -0.306 0.237 0.1001
H 19.9762 16.4768 -11.3397 0.066 0.044 0.040 0.1212
H 26.8933 10.5071 -7.2229 -0.227 0.064 -0.224 0.1204
H 24.8846 18.6448 -6.1047 0.214 0.042 -0.071 0.0738
H 23.1497 19.8687 -14.7337 -0.141 -0.083 -0.275 0.1258
```
Forces are in eV/Å.

## Properties
Spin multiplicity = 1
E_HOMO = -8.300 eV
F_max = 2.45 eV/Å
Charge = 0
Orbital gap = 8.06 eV